Record 1
{"formula": "C3H13N4S", "method": "ωB97M-V with the def2-TZVPD basis set", "elements": ["N", "C", "N", "N", "H", "H", "H", "H", "H", "H", "C", "C", "S", "N", "H", "H", "H", "H", "H", "H", "H"], "coordinates": [[-1.014, 1.317, 1.913], [0.027, 1.345, 0.891], [1.318, 1.069, 1.727], [-0.600, 1.722, -0.364], [-0.570, 0.882, 2.710], [-1.769, 0.759, 1.522], [2.045, 1.183, 1.020], [1.237, 1.945, 2.246], [-1.381, 2.272, -0.010], [0.058, 2.306, -0.875], [-0.321, -1.763, -1.281], [0.964, -1.098, -0.847], [1.973, -2.159, 0.197], [-1.208, -0.894, -2.052], [-0.130, -2.678, -1.849], [-0.862, -2.073, -0.368], [1.545, -0.819, -1.733], [0.773, -0.158, -0.291], [1.463, -1.714, 1.355], [-2.039, -1.344, -2.408], [-1.509, -0.100, -1.504]], "lowdin_spin": [0.10, 0.61, 0.06, 0.12, 0.01, 0.02, 0.00, 0.02, 0.02, 0.01, 0.00, 0.02, 0.00, 0.00, 0.00, 0.00, 0.00, 0.01, 0.00, 0.00, 0.00], "multiplicity": 2, "relative_energy_kcal_mol": 0.0, "s_squared": 0.755, "homo_ev": [-6.1, -8.8], "fmax_ev_per_a": 4.538, "lumo_energy_ev": [0.59, 0.54], "total_charge": 0, "molar_mass_g_mol": 137.2, "homo_lumo_gap_ev": [6.71, 9.35]}

Record 2
{"formula": "C34H57N3O2PdSi", "method": "ωB97M-V with the def2-TZVPD basis set", "elements": ["O", "O", "C", "C", "H", "H", "H", "H", "H", "C", "C", "H", "H", "H", "H", "H", "C", "C", "C", "H", "H", "H", "H", "H", "C", "H", "H", "H", "H", "H", "H", "N", "C", "C", "C", "C", "H", "H", "H", "C", "H", "H", "H", "N", "C", "C", "C", "C", "H", "C", "H", "C", "H", "C", "C", "C", "C", "C", "C", "H", "C", "H", "C", "H", "C", "C", "Pd", "H", "H", "H", "H", "H", "H", "H", "H", "H", "H", "H", "H", "H", "C", "Si", "H", "H", "C", "C", "C", "H", "H", "H", "H", "H", "H", "H", "H", "H", "N", "C"], "coordinates": [[0.645, 0.843, -3.269], [2.881, 0.391, -2.036], [-0.305, 0.251, -4.161], [-1.680, -0.004, -3.575], [0.166, -0.694, -4.474], [-0.384, 0.893, -5.056], [-1.656, -0.218, -2.503], [-2.136, -0.861, -4.080], [-2.330, 0.862, -3.743], [0.237, 2.060, -2.605], [1.218, 3.149, -2.935], [0.211, 1.849, -1.521], [-0.786, 2.351, -2.906], [2.225, 2.866, -2.615], [0.933, 4.086, -2.444], [1.223, 3.323, -4.018], [3.877, 0.829, -1.083], [3.434, -0.044, -3.305], [3.297, 1.919, -0.229], [4.765, 1.193, -1.628], [4.174, -0.042, -0.475], [3.317, 2.876, -0.759], [3.895, 2.032, 0.677], [2.266, 1.718, 0.076], [3.708, 1.106, -4.231], [2.687, -0.717, -3.737], [4.354, -0.624, -3.117], [2.781, 1.643, -4.453], [4.115, 0.712, -5.167], [4.451, 1.787, -3.801], [1.364, -0.111, -1.575], [-2.676, 0.209, 1.166], [-3.462, -0.375, 2.286], [-2.700, -0.167, 3.544], [-1.320, -0.314, 3.769], [-4.903, 0.082, 2.347], [-5.443, -0.227, 1.449], [-4.936, 1.170, 2.475], [-5.356, -0.401, 3.218], [-0.865, 0.001, 5.178], [-0.143, 0.829, 5.192], [-0.413, -0.878, 5.664], [-1.741, 0.306, 5.757], [-0.379, -0.690, 2.900], [-3.305, 0.999, 0.185], [-4.027, 0.488, -0.904], [-4.297, -0.971, -1.111], [-4.532, 1.399, -1.836], [-5.105, 1.010, -2.682], [-4.326, 2.770, -1.691], [-4.704, 3.453, -2.449], [-3.678, 3.271, -0.559], [-3.563, 4.346, -0.390], [-3.174, 2.389, 0.387], [-2.504, 2.863, 1.634], [0.989, -0.774, 3.181], [1.543, -2.052, 3.453], [0.632, -3.213, 3.704], [2.925, -2.208, 3.409], [3.351, -3.196, 3.603], [3.751, -1.122, 3.103], [4.831, -1.265, 3.039], [3.210, 0.149, 2.894], [3.861, 1.000, 2.678], [1.835, 0.355, 2.960], [1.221, 1.694, 2.680], [-0.436, -1.706, 0.915], [-3.410, -1.510, -1.474], [-5.066, -1.078, -1.886], [-4.660, -1.476, -0.208], [-1.628, 2.250, 1.884], [-3.190, 2.836, 2.499], [-2.184, 3.906, 1.504], [1.194, -4.150, 3.624], [-0.195, -3.256, 2.974], [0.178, -3.165, 4.706], [0.478, 1.967, 3.443], [0.707, 1.707, 1.707], [1.984, 2.481, 2.653], [-3.288, 0.152, 4.408], [0.630, -0.632, -0.751], [1.277, -2.472, -0.817], [0.842, 0.011, 0.118], [-0.349, -0.412, -1.186], [1.127, -2.854, -2.670], [0.443, -3.983, 0.035], [3.096, -2.551, -0.322], [3.376, -3.602, -0.154], [3.309, -1.999, 0.601], [3.750, -2.159, -1.114], [0.144, -3.299, -2.877], [1.897, -3.577, -2.975], [1.231, -1.956, -3.294], [-0.545, -3.810, 0.531], [1.120, -4.463, 0.769], [0.241, -4.667, -0.817], [-3.260, -1.719, 1.736], [-2.358, -1.167, 0.946]], "lowdin_spin": [0.00, 0.00, 0.00, 0.00, 0.00, 0.00, 0.00, 0.00, 0.00, 0.00, 0.00, 0.00, 0.00, 0.00, 0.00, 0.00, 0.00, 0.00, 0.00, 0.00, 0.00, 0.00, 0.00, 0.00, 0.00, 0.00, 0.00, 0.00, 0.00, 0.00, 0.00, 0.07, 0.05, 0.42, 0.04, 0.00, 0.00, 0.00, 0.00, 0.00, 0.00, 0.00, 0.00, 0.32, 0.01, 0.00, 0.01, 0.00, 0.00, 0.00, 0.00, 0.00, 0.00, 0.00, 0.00, 0.03, 0.03, 0.00, 0.00, 0.00, 0.01, 0.00, 0.00, 0.00, 0.02, 0.00, 0.59, 0.01, 0.00, 0.00, 0.00, 0.00, 0.00, 0.00, 0.00, 0.00, 0.00, 0.00, 0.00, 0.02, 0.02, 0.02, 0.00, 0.01, 0.00, 0.02, 0.01, 0.00, 0.00, 0.00, 0.00, 0.00, 0.00, 0.01, 0.00, 0.00, 0.05, 0.22], "multiplicity": 3, "relative_energy_kcal_mol": 0.0, "s_squared": 2.039, "homo_ev": [-6.7, -7.3], "fmax_ev_per_a": 3.217, "lumo_energy_ev": [0.71, -1.32], "total_charge": 0, "molar_mass_g_mol": 674.4, "homo_lumo_gap_ev": [7.42, 6.03]}

Record 3
{"formula": "C5H34N2O13", "method": "ωB97M-V with the def2-TZVPD basis set", "elements": ["N", "C", "C", "C", "C", "C", "N", "O", "H", "H", "H", "H", "H", "H", "H", "H", "H", "H", "H", "H", "O", "H", "H", "O", "H", "H", "O", "H", "H", "O", "H", "H", "O", "H", "H", "O", "H", "H", "O", "H", "H", "O", "H", "H", "O", "H", "H", "O", "H", "H", "O", "H", "H", "O"], "coordinates": [[0.884, 1.086, 0.186], [0.062, 2.143, -0.450], [-1.197, 1.481, -1.023], [-1.084, 0.005, -0.948], [0.112, -0.154, 0.167], [0.924, -1.380, -0.121], [2.304, -1.346, -0.072], [0.309, -2.377, -0.472], [1.801, 0.963, -0.268], [0.578, 2.702, -1.243], [-0.195, 2.925, 0.346], [-1.300, 1.776, -2.089], [-2.164, 1.920, -0.570], [-1.953, -0.587, -0.667], [-0.831, -0.565, -1.882], [-0.371, -0.258, 1.141], [2.644, -0.765, 0.647], [2.900, -2.121, -0.259], [-0.843, 0.708, 2.884], [-1.991, 0.007, 3.332], [-1.788, 0.848, 2.853], [-0.131, -1.765, 4.457], [-1.067, -2.133, 3.190], [-1.020, -1.636, 4.048], [0.241, 1.216, -4.776], [1.161, 1.730, -3.651], [0.256, 1.783, -4.006], [-2.177, -3.525, -1.615], [-1.071, -2.646, -2.180], [-1.776, -3.256, -2.454], [1.241, 2.324, 4.681], [0.054, 2.320, 3.659], [0.985, 2.243, 3.776], [2.901, 0.666, 2.802], [3.475, -0.745, 3.100], [2.835, -0.097, 3.415], [-3.924, -1.600, -0.174], [-3.858, -2.041, -1.731], [-3.762, -2.294, -0.796], [3.181, 2.754, -0.924], [3.714, 2.392, 0.608], [3.697, 2.193, -0.301], [3.175, 1.318, -2.522], [3.371, 2.708, -3.072], [2.707, 2.115, -2.734], [-2.955, 0.104, 1.538], [-4.442, 0.175, 0.944], [-3.523, -0.009, 0.763], [-1.933, -1.805, 1.182], [-0.891, -2.759, 0.907], [-1.614, -2.638, 1.515], [1.157, -2.095, -3.522], [0.156, -0.830, -3.805], [1.037, -1.175, -3.811]], "mulliken_charge": [-0.19, -0.67, -0.66, 1.24, 1.53, 0.29, -0.41, -0.68, 0.15, 0.21, 0.21, 0.42, 0.23, -0.61, -0.39, -0.68, 0.03, 0.30, 0.22, 0.40, -0.71, 0.30, 0.42, -0.70, 0.30, 0.39, -0.58, 0.38, 0.25, -0.70, 0.27, 0.31, -0.55, 0.29, 0.28, -0.60, 0.31, 0.33, -0.62, 0.35, 0.28, -0.62, 0.32, 0.28, -0.75, 0.30, 0.30, -0.64, 0.25, 0.46, -0.85, 0.29, 0.30, -0.61], "multiplicity": 1, "relative_energy_kcal_mol": 54.5, "homo_ev": -8.9, "fmax_ev_per_a": 3.403, "lumo_energy_ev": -0.04, "total_charge": 0, "molar_mass_g_mol": 330.3, "homo_lumo_gap_ev": 8.85}

Record 4
{"formula": "C13H16NO", "method": "ωB97M-V with the def2-TZVPD basis set", "elements": ["C", "C", "C", "C", "C", "C", "C", "C", "C", "C", "C", "C", "C", "N", "O", "H", "H", "H", "H", "H", "H", "H", "H", "H", "H", "H", "H", "H", "H", "H", "H"], "coordinates": [[-4.324, 0.875, -0.417], [-4.408, -0.570, -0.462], [-3.214, 1.436, 0.093], [-3.393, -1.290, 0.099], [-2.047, 0.747, 0.522], [-2.144, -0.763, 0.410], [-0.947, 1.434, 1.085], [0.129, 0.850, 1.732], [1.064, -0.083, 1.364], [1.978, -1.796, -0.135], [2.988, 0.469, -0.005], [0.839, 0.136, -1.249], [1.620, -0.297, 0.015], [-1.039, -1.533, 0.497], [-1.272, -2.768, 0.459], [-5.152, 1.475, -0.524], [-5.327, -1.009, -0.911], [-3.225, 2.538, 0.066], [-3.456, -2.378, -0.140], [-1.136, 2.458, 1.352], [0.343, 1.239, 2.760], [1.506, -0.651, 2.232], [2.195, -2.014, -1.116], [1.135, -2.498, 0.033], [2.693, -2.201, 0.451], [3.705, 0.031, 0.624], [3.326, 0.602, -1.034], [2.706, 1.437, 0.386], [0.018, 0.860, -0.914], [0.475, -0.811, -1.747], [1.520, 0.723, -1.766]], "mulliken_charge": [-0.68, -0.34, -0.70, -0.52, 0.89, 0.21, -1.24, -0.06, -0.97, -2.18, -1.83, -1.51, 2.57, 0.38, -0.74, 0.42, 0.31, 0.23, 0.27, 0.31, 0.22, 0.23, 0.58, 0.32, 0.53, 0.41, 0.43, 0.48, 0.15, 0.34, 0.51], "multiplicity": 1, "relative_energy_kcal_mol": 30.9, "smiles": "CC(C)(C)\\C=C/C=C1/C=CC=C/C1=N\\[O-]", "homo_ev": [-2.4, -2.4], "fmax_ev_per_a": 3.821, "lumo_energy_ev": [3.46, 3.46], "total_charge": -1, "molar_mass_g_mol": 202.3, "homo_lumo_gap_ev": [5.85, 5.85]}

Record 5
{"formula": "C2H12NO3", "method": "ωB97M-V with the def2-TZVPD basis set", "elements": ["C", "C", "N", "H", "H", "H", "H", "H", "H", "H", "H", "O", "H", "H", "O", "H", "H", "O"], "coordinates": [[1.473, -1.649, 1.129], [0.140, -1.140, 1.059], [2.251, -1.664, 0.111], [1.726, -2.156, 2.066], [-0.598, -1.665, 1.658], [-0.153, -0.458, 0.256], [-6.563, 3.800, -0.237], [1.950, -0.907, -0.629], [3.258, -1.803, 0.236], [1.433, 0.457, -2.156], [-6.161, 3.660, 0.369], [1.179, -0.254, -1.555], [-0.314, -0.775, -1.824], [-1.567, -1.045, -2.765], [-1.242, -1.120, -1.851], [0.564, 2.810, 1.686], [1.515, 1.885, 0.797], [1.110, 2.025, 1.650]], "mulliken_charge": [0.15, -0.28, -0.11, 0.41, 0.30, 0.39, 0.01, 0.29, 0.33, 0.22, -0.01, -0.83, 0.43, 0.34, -0.66, 0.34, 0.33, -0.63], "multiplicity": 1, "relative_energy_kcal_mol": 179.3, "homo_ev": -14.1, "fmax_ev_per_a": 2.827, "lumo_energy_ev": -9.48, "total_charge": 1, "molar_mass_g_mol": 98.1, "homo_lumo_gap_ev": 4.65}

| no. | DFT total energy (Eh) |
| --- | --- |
| 1 | -739.1865 |
| 2 | -2061.6490 |
| 3 | -1298.5282 |
| 4 | -634.8108 |
| 5 | -363.3652 |